Computed, not measured: a cluster of 4 separate species, C29H64IN3O7 in total at a distorted geometry, with ωB97M-V/def2-TZVPD.

Bonds (Å) are listed after each position.
Geometry (Å):
1 H 2.233 -1.227 5.095  N2 1.020
2 N 1.869 -0.334 4.761  H1 1.020, C3 1.273
3 C 0.788 -0.533 4.118  N2 1.273, C4 1.504, C5 1.509
4 C 0.233 -1.914 3.899  C3 1.504, H36 1.088, H37 1.089, H38 1.090
5 C 0.109 0.699 3.573  C3 1.509, C6 1.534, H39 1.089, H40 1.091
6 C -0.212 0.624 2.075  C5 1.534, I7 2.204, O8 1.393, H41 1.083
7 I -2.183 -0.332 1.824  C6 2.204
8 O 0.712 -0.172 1.402  C6 1.393, C9 1.434
9 C 1.596 0.520 0.511  O8 1.434, C10 1.543, O14 1.399, C22 1.566
10 C 2.219 1.774 1.158  C9 1.543, C11 1.526, H42 1.094, H43 1.088
11 C 3.529 2.269 0.551  C10 1.526, C12 1.525, H44 1.089, H45 1.092
12 C 3.425 2.897 -0.835  C11 1.525, N13 1.484, H46 1.095, H47 1.084
13 N 2.758 4.221 -0.762  C12 1.484, H48 1.012, H49 1.013
14 O 2.594 -0.391 0.149  C9 1.399, C15 1.428
15 C 3.323 -0.953 1.242  O14 1.428, C16 1.521, H50 1.097, H51 1.088
16 C 3.225 -2.467 1.347  C15 1.521, C17 1.541, C18 1.538, H52 1.091
17 C 4.267 -2.870 2.409  C16 1.541, H53 1.092, H54 1.087, H55 1.090
18 C 3.545 -3.201 0.034  C16 1.538, C19 1.532, H56 1.092, H57 1.090
19 C 2.713 -4.479 -0.113  C18 1.532, C20 1.549, C21 1.534, H58 1.091
20 C 1.208 -4.123 -0.197  C19 1.549, H59 1.091, H60 1.087, H61 1.089
21 C 3.150 -5.186 -1.402  C19 1.534, H62 1.091, H63 1.088, H64 1.090
22 C 0.848 0.823 -0.831  C9 1.566, O23 1.386, O30 1.419, H65 1.094
23 O -0.216 -0.046 -1.013  C22 1.386, C24 1.415
24 C -0.283 -0.634 -2.299  O23 1.415, C25 1.527, H66 1.093, H67 1.095
25 C -1.605 -1.390 -2.412  C24 1.527, C26 1.541, C27 1.557, H68 1.090
26 C -1.486 -2.622 -1.494  C25 1.541, H69 1.086, H70 1.089, H71 1.090
27 C -1.919 -1.820 -3.875  C25 1.557, C28 1.536, C29 1.542, H72 1.093
28 C -2.606 -3.191 -3.980  C27 1.536, H73 1.091, H74 1.088, H75 1.089
29 C -0.675 -1.878 -4.784  C27 1.542, H76 1.090, H77 1.089, H78 1.089
30 O 0.483 2.190 -0.928  C22 1.419, C31 1.426
31 C -0.909 2.498 -0.958  O30 1.426, C32 1.502, C34 1.563, H79 1.092
32 C -1.537 2.390 -2.318  C31 1.502, C33 1.336, H80 1.085
33 C -2.847 2.142 -2.395  C32 1.336, H81 1.085, H82 1.084
34 C -0.993 3.998 -0.527  C31 1.563, N35 1.468, H83 1.086, H84 1.090
35 N -1.538 4.185 0.823  C34 1.468, H85 1.014, H86 1.013
36 H 0.845 -2.665 4.394  C4 1.088
37 H -0.799 -1.988 4.242  C4 1.089
38 H 0.218 -2.144 2.834  C4 1.090
39 H 0.747 1.556 3.786  C5 1.089
40 H -0.824 0.865 4.114  C5 1.091
41 H -0.355 1.597 1.622  C6 1.083
42 H 2.439 1.497 2.193  C10 1.094
43 H 1.527 2.611 1.219  C10 1.088
44 H 4.292 1.493 0.523  C11 1.089
45 H 3.923 3.049 1.205  C11 1.092
46 H 4.452 3.060 -1.178  C12 1.095
47 H 2.958 2.257 -1.575  C12 1.084
48 H 3.475 4.935 -0.768  N13 1.012
49 H 2.217 4.347 -1.609  N13 1.013
50 H 4.380 -0.715 1.075  C15 1.097
51 H 3.060 -0.526 2.207  C15 1.088
52 H 2.255 -2.736 1.766  C16 1.091
53 H 4.142 -2.281 3.320  C17 1.092
54 H 4.200 -3.930 2.645  C17 1.087
55 H 5.262 -2.639 2.027  C17 1.090
56 H 4.589 -3.516 0.094  C18 1.092
57 H 3.411 -2.551 -0.831  C18 1.090
58 H 2.859 -5.130 0.750  C19 1.091
59 H 1.126 -3.050 -0.381  C20 1.091
60 H 0.707 -4.667 -0.993  C20 1.087
61 H 0.710 -4.309 0.753  C20 1.089
62 H 4.240 -5.251 -1.417  C21 1.091
63 H 2.716 -6.181 -1.477  C21 1.088
64 H 2.863 -4.570 -2.255  C21 1.090
65 H 1.587 0.633 -1.616  C22 1.094
66 H 0.547 -1.323 -2.473  C24 1.093
67 H -0.250 0.118 -3.095  C24 1.095
68 H -2.423 -0.785 -2.022  C25 1.090
69 H -2.449 -3.068 -1.265  C26 1.086
70 H -0.822 -3.368 -1.927  C26 1.089
71 H -1.032 -2.298 -0.556  C26 1.090
72 H -2.610 -1.124 -4.357  C27 1.093
73 H -3.047 -3.307 -4.972  C28 1.091
74 H -1.901 -4.010 -3.851  C28 1.088
75 H -3.430 -3.272 -3.273  C28 1.089
76 H -0.959 -2.325 -5.737  C29 1.090
77 H -0.303 -0.877 -4.997  C29 1.089
78 H 0.117 -2.482 -4.345  C29 1.089
79 H -1.501 1.942 -0.227  C31 1.092
80 H -0.914 2.497 -3.200  C32 1.085
81 H -3.352 1.526 -1.658  C33 1.085
82 H -3.460 2.576 -3.176  C33 1.084
83 H -1.571 4.577 -1.242  C34 1.086
84 H 0.024 4.388 -0.512  C34 1.090
85 H -2.363 3.610 0.958  N35 1.014
86 H -0.845 3.937 1.519  N35 1.013
87 C -1.759 6.775 3.416  O88 1.424, H89 1.088, H90 1.091, H91 1.095
88 O -0.726 6.797 2.436  C87 1.424, H92 0.966
89 H -1.449 7.394 4.255  C87 1.088
90 H -2.691 7.165 3.005  C87 1.091
91 H -1.922 5.754 3.775  C87 1.095
92 H -1.018 6.235 1.706  O88 0.966
93 C -5.276 6.041 0.352  O94 1.422, H95 1.087, H96 1.094, H97 1.094
94 O -4.253 6.042 1.339  C93 1.422, H98 0.963
95 H -6.161 6.492 0.793  C93 1.087
96 H -4.981 6.626 -0.523  C93 1.094
97 H -5.521 5.021 0.039  C93 1.094
98 H -3.467 5.643 0.951  O94 0.963
99 C -4.730 -5.490 0.032  O100 1.424, H101 1.087, H102 1.093, H103 1.093
100 O -3.655 -5.446 -0.901  C99 1.424, H104 0.961
101 H -4.468 -4.839 0.863  C99 1.087
102 H -5.658 -5.131 -0.421  C99 1.093
103 H -4.881 -6.504 0.410  C99 1.093
104 H -3.882 -6.019 -1.638  O100 0.961

HOMO level = -9.256 eV
F_max = 0.023 hartree/bohr
calculated total energy = -2131.871310 Ha
Kohn-Sham gap = 0.35104 Ha
SMILES = [H]/N=C(\C)C[C@H](I)O[C@@](CCCN)(OC[C@H](C)CC(C)C)[C@@H](OC[C@H](C)C(C)C)O[C@H](C=C)CN.CO.CO.CO